(1)
An isolated molecule of C23H23N5OS in a non-equilibrium geometry. Source: the Open Molecules 2025 dataset; level of theory: wB97M-V/def2-TZVPD.

The geometry in XYZ format:
```
53
C23H23N5OS, DFT wB97M-V/def2-TZVPD
C -0.192 -0.433 2.358
C -0.298 -1.908 1.981
N -0.016 -2.125 0.587
C -0.901 -2.553 -0.365
S -2.572 -2.940 -0.045
C -3.268 -2.197 -1.557
C -2.731 -0.784 -1.770
O -2.319 -0.452 -2.856
N -2.691 0.022 -0.664
C -3.680 -0.044 0.395
C -4.397 1.301 0.473
C -3.400 2.358 0.928
C -2.084 2.216 0.210
C -1.124 3.210 0.358
C 0.111 3.117 -0.254
C 0.399 2.013 -1.040
C -0.541 1.017 -1.205
C -1.786 1.104 -0.582
N -0.346 -2.585 -1.542
N 0.911 -2.160 -1.402
C 1.129 -1.885 -0.138
C 2.381 -1.374 0.347
C 2.949 -1.454 1.594
N 4.158 -0.821 1.594
C 4.404 -0.315 0.346
C 5.486 0.410 -0.138
C 5.449 0.793 -1.461
C 4.368 0.466 -2.285
C 3.293 -0.253 -1.811
C 3.307 -0.650 -0.476
H -0.468 -0.303 3.401
H 0.822 -0.070 2.212
H -0.853 0.167 1.738
H -1.315 -2.273 2.159
H 0.388 -2.510 2.585
H -2.950 -2.796 -2.410
H -4.353 -2.243 -1.462
H -3.190 -0.260 1.351
H -4.393 -0.840 0.189
H -4.784 1.551 -0.517
H -5.237 1.239 1.166
H -3.225 2.258 2.005
H -3.800 3.359 0.759
H -1.361 4.069 0.970
H 0.843 3.899 -0.121
H 1.362 1.918 -1.519
H -0.308 0.165 -1.821
H 2.599 -1.938 2.485
H 4.780 -0.760 2.381
H 6.322 0.660 0.499
H 6.273 1.357 -1.873
H 4.385 0.785 -3.317
H 2.462 -0.526 -2.441
```

Its total charge is 0. The calculation puts the frontier orbital gap at 8.2 eV. Its SMILES is CCn1c(SCC(=O)N2CCCc3ccccc32)nnc1-c1c[nH]c2ccccc12. The LUMO energy comes out at 0.017 Ha. As for the spin multiplicity: 1.


(2)
A structure of composition C30H41N3O3Ti in a non-equilibrium geometry. Source: the Open Molecules 2025 dataset; level of theory: wB97M-V/def2-TZVPD.

The geometry in XYZ format:
```
78
C30H41N3O3Ti, DFT wB97M-V/def2-TZVPD
C 6.061 -3.317 -5.821
C 6.192 -4.636 -6.006
H 6.881 -2.641 -6.022
H 5.148 -2.861 -5.469
C 5.085 -5.566 -5.737
C 4.110 -5.266 -4.869
H 4.077 -4.335 -4.322
H 3.300 -5.956 -4.679
C 7.494 -5.194 -6.498
H 8.221 -4.402 -6.656
H 7.369 -5.726 -7.441
H 7.920 -5.902 -5.786
C 5.060 -6.880 -6.459
H 5.951 -7.471 -6.245
H 5.022 -6.741 -7.540
H 4.193 -7.467 -6.168
Ti 0.000 0.000 0.000
O 1.203 -0.332 -1.548
C 0.978 -0.650 -2.736
O -1.505 -0.388 -1.235
C -1.448 -0.601 -2.446
O -2.534 -0.757 -3.159
N -0.309 -0.729 -3.228
C -2.207 -0.897 -4.576
C -0.691 -1.094 -4.608
H -2.534 0.013 -5.068
H -2.765 -1.745 -4.953
H -0.217 -0.436 -5.329
H -0.412 -2.124 -4.812
C 2.061 -0.950 -3.657
C 3.332 -0.986 -3.253
H 1.819 -1.168 -4.686
H 3.611 -0.792 -2.228
H 4.127 -1.223 -3.945
C 3.134 0.498 6.226
C 2.693 1.804 5.535
C 1.583 2.428 6.436
C 3.853 2.802 5.476
C 2.213 1.454 4.097
C 3.051 0.844 3.121
C 2.530 0.439 1.861
N 1.209 0.626 1.591
C 0.394 1.268 2.513
C 0.889 1.686 3.737
C -1.066 1.415 2.248
C -2.005 2.222 2.967
C -3.375 2.257 2.564
C -3.762 1.406 1.529
C -2.825 0.653 0.864
N -1.500 0.712 1.201
C -4.456 3.202 3.140
C -5.012 4.091 1.992
C -5.620 2.388 3.745
C -3.902 4.148 4.222
H 3.470 0.699 7.268
H 3.968 0.011 5.682
H 2.282 -0.217 6.275
H 1.968 2.640 7.458
H 1.213 3.390 6.019
H 0.722 1.734 6.562
H 4.708 2.391 4.904
H 3.518 3.747 4.996
H 4.205 3.041 6.504
H 4.087 0.642 3.349
H 3.163 -0.069 1.148
H 0.204 2.132 4.431
H -1.678 2.852 3.775
H -4.785 1.361 1.177
H -3.210 0.087 0.037
H -5.490 3.491 1.187
H -5.789 4.792 2.366
H -4.198 4.689 1.527
H -5.258 1.750 4.577
H -6.410 3.067 4.135
H -6.104 1.735 2.988
H -3.517 3.573 5.089
H -3.090 4.783 3.806
H -4.705 4.827 4.587
```

Its total charge is +2. The calculation puts the frontier orbital gap (alpha / beta) at 5.3 / 5.2 eV. Its expectation value of S² is 2.01. The LUMO energy (alpha / beta) comes out at -0.242 / -0.246 Ha. As for the spin multiplicity: 3.


(3)
A cluster of 6 separate species, C25H57BN6O6S2 in total. Source: the Open Molecules 2025 dataset; level of theory: wB97M-V/def2-TZVPD.

The geometry in XYZ format:
```
97
C25H57BN6O6S2, DFT wB97M-V/def2-TZVPD
C -3.682 4.592 1.552
C -4.389 3.343 1.122
O -5.599 3.257 1.093
N -3.544 2.281 0.658
C -4.044 1.728 -0.601
C -3.371 1.232 1.679
C -2.599 1.667 2.920
C -1.164 2.174 2.689
C -0.359 1.310 1.709
B -0.235 1.754 0.213
S -0.271 3.572 -0.271
C -0.005 0.652 -0.876
C 0.881 0.965 -2.094
C 2.223 1.605 -1.723
S 3.585 1.134 -2.831
H -2.823 4.355 2.179
H -3.291 5.082 0.652
H -4.372 5.261 2.068
H -3.972 2.480 -1.396
H -3.406 0.886 -0.886
H -5.078 1.361 -0.532
H -4.352 0.835 1.981
H -2.839 0.409 1.191
H -2.540 0.775 3.551
H -3.172 2.426 3.471
H -0.672 2.160 3.672
H -1.152 3.223 2.373
H 0.673 1.161 2.070
H -0.772 0.290 1.697
H -1.476 3.554 -0.856
H 0.337 -0.279 -0.413
H -1.037 0.471 -1.238
H 1.090 0.023 -2.615
H 0.340 1.606 -2.799
H 2.544 1.303 -0.723
H 2.147 2.694 -1.737
H 2.912 1.314 -3.974
C -0.309 -4.560 -2.473
N 0.180 -3.379 -1.789
C 1.328 -3.244 -1.072
C 2.216 -4.458 -0.975
O 1.612 -2.181 -0.544
H -0.421 -4.371 -3.543
H -1.279 -4.865 -2.075
H 0.385 -5.385 -2.344
H -0.376 -2.539 -1.827
H 3.087 -4.199 -0.380
H 1.694 -5.292 -0.506
H 2.541 -4.783 -1.964
C -2.054 -2.335 7.053
N -2.041 -1.653 5.775
C -1.968 -2.196 4.532
C -1.888 -3.702 4.432
O -1.965 -1.486 3.540
H -2.971 -2.115 7.602
H -1.204 -2.031 7.666
H -1.998 -3.408 6.903
H -2.086 -0.646 5.776
H -1.834 -3.963 3.380
H -1.001 -4.081 4.940
H -2.768 -4.171 4.873
C 5.687 -8.466 -0.665
N 4.478 -7.942 -1.267
C 3.188 -8.258 -0.981
C 2.947 -9.287 0.100
O 2.268 -7.723 -1.577
H 6.266 -7.668 -0.198
H 6.314 -8.955 -1.412
H 5.437 -9.196 0.099
H 4.572 -7.251 -1.994
H 1.874 -9.420 0.201
H 3.402 -10.243 -0.160
H 3.359 -8.957 1.054
C -7.193 5.166 -1.305
N -5.825 4.825 -1.629
C -4.991 5.396 -2.531
C -5.523 6.551 -3.348
O -3.847 4.984 -2.665
H -7.279 5.446 -0.254
H -7.855 4.317 -1.482
H -7.528 5.998 -1.917
H -5.402 4.068 -1.117
H -4.731 6.885 -4.011
H -6.384 6.245 -3.944
H -5.826 7.378 -2.705
C 7.058 3.788 -3.681
N 6.736 3.022 -2.498
C 7.237 3.163 -1.244
C 8.264 4.255 -1.027
O 6.874 2.440 -0.332
H 6.171 4.290 -4.071
H 7.459 3.144 -4.466
H 7.802 4.544 -3.450
H 6.045 2.290 -2.589
H 8.558 4.232 0.018
H 9.146 4.095 -1.649
H 7.850 5.236 -1.260
```

Its total charge is 0. The calculation puts the frontier orbital gap at 8.8 eV. Its SMILES is CC(=O)N(C)CCCCB(S)CCCS.CNC(C)=O.CNC(C)=O.CNC(C)=O.CNC(C)=O.CNC(C)=O. The LUMO energy comes out at 0.023 Ha. As for the spin multiplicity: 1.


DFT total energy, record by record: -1637.4968 -2406.7258 -2588.0538 a.u.
M, record by record: 417.538 539.543 612.713 g mol⁻¹